1) {"formula": "C4H5N3O3", "method": "ωB97M-V/def2-TZVPD", "species": ["C", "C", "C", "C", "N", "N", "N", "O", "O", "O", "H", "H", "H", "H", "H"], "coordinates": [[-0.9320, -0.4106, -1.2899], [-1.1007, -0.9544, -0.0976], [0.1081, 0.6590, -1.1534], [1.8553, 1.4161, 0.3505], [0.0887, -0.0100, 1.1108], [0.5790, 0.8619, 0.1117], [-1.6656, -2.0265, 0.5956], [-1.8225, -3.0560, -0.0621], [0.5095, 1.3030, -2.0620], [-1.9014, -1.9560, 1.7906], [-1.3537, -0.6185, -2.2465], [2.6325, 0.7383, -0.1779], [1.9133, 2.4535, 0.0420], [1.9284, 1.3762, 1.3733], [-0.8389, 0.2241, 1.7150]], "lumo_ev": -1.52, "homo_energy_ev": -9.46, "multiplicity": 1}

2) {"formula": "C4H5N3O3", "method": "ωB97M-V/def2-TZVPD", "species": ["O", "C", "C", "N", "C", "N", "O", "C", "N", "H", "H", "H", "O", "H", "H"], "coordinates": [[-3.4013, -0.7099, 0.5760], [-2.8881, 0.5826, 0.5427], [-1.3884, 0.6162, 0.5039], [-0.5201, -0.3480, 0.5611], [0.6638, 0.3277, 0.4920], [0.5372, 1.6223, 0.3669], [-0.8098, 1.8111, 0.4010], [1.9588, -0.3045, 0.5715], [2.9972, -0.7856, 0.7272], [-3.3707, -1.0992, -0.3036], [-3.2594, 1.1735, -0.3108], [-3.2091, 1.1069, 1.4551], [4.4476, -1.5293, -2.1201], [3.6989, -0.9457, -2.3087], [4.5433, -1.5180, -1.1542]], "lumo_ev": -0.15, "homo_energy_ev": -11.13, "smiles": "N#Cc1noc(CO)n1.O", "multiplicity": 1}

3) {"formula": "C4H5N3O3", "method": "ωB97M-V/def2-TZVPD", "species": ["C", "C", "C", "C", "N", "N", "N", "O", "O", "O", "H", "H", "H", "H", "H"], "coordinates": [[-0.8008, -0.7783, -2.0453], [-0.2617, -0.2358, -0.3967], [0.4355, -0.9951, -2.7125], [-1.0225, 0.2454, 0.6774], [1.0333, -0.3779, -0.5391], [1.5112, -0.6858, -1.7810], [-2.1329, -0.8061, -2.3546], [-2.3636, -1.6167, -3.2409], [0.7667, -1.3468, -3.8136], [-2.9249, -0.2286, -1.6870], [-1.3036, 1.2908, 0.5425], [-0.4712, 0.2947, 1.5477], [-1.9615, -0.4433, 0.9185], [1.8715, -0.3662, 0.1719], [2.2834, -1.3314, -1.8201]], "lumo_ev": -0.11, "homo_energy_ev": -8.71, "smiles": "Cc1[nH][nH]c(=O)c1[N+](=O)[O-]", "multiplicity": 1}

Of them, 1) has the lowest stability.

1) {"formula": "C3H7N3S", "method": "ωB97M-V/def2-TZVPD", "species": ["C", "C", "C", "H", "H", "H", "H", "H", "H", "H", "N", "N", "N", "S"], "coordinates": [[1.3589, -0.2406, 0.8831], [1.1157, 0.8283, -0.0773], [-0.5721, -0.6554, -1.1699], [1.9867, 0.1447, 1.6912], [2.0502, -1.0199, 0.3051], [0.3502, -0.7528, 1.2652], [-0.0237, 1.3659, -1.6649], [-0.3543, -1.4308, -1.9047], [-2.7293, -0.5129, 1.0763], [-1.7510, 0.7019, 0.4265], [0.1822, 0.5246, -1.0407], [-1.5686, -1.0021, -0.4098], [-1.8456, -0.2794, 0.6943], [1.8008, 2.3285, -0.0744]], "lumo_ev": 0.53, "homo_energy_ev": -8.53, "smiles": "CC(=S)N/C=N\\N", "multiplicity": 1}

2) {"formula": "C3H7N3S", "method": "ωB97M-V/def2-TZVPD", "species": ["C", "C", "C", "H", "H", "H", "H", "H", "H", "H", "N", "N", "N", "S"], "coordinates": [[1.2599, -1.4330, -1.3698], [1.7380, -0.1172, -0.9269], [-0.6456, 1.2659, 0.8209], [2.0216, -1.9245, -1.9576], [0.3243, -1.3673, -1.8944], [0.9777, -1.9876, -0.4613], [2.6911, 0.2272, -1.2714], [-0.1615, 2.2362, 0.9535], [-2.2885, 1.9857, 1.8507], [-2.2533, -0.9199, 1.8031], [1.2276, 0.6473, -0.0252], [-0.0321, 0.2365, 0.3661], [-1.9771, 1.3106, 1.1516], [-2.8820, -0.1600, 0.9606]], "lumo_ev": 0.76, "homo_energy_ev": -8.77, "smiles": "C/C=N\\N=C\\NS", "multiplicity": 1}

3) {"formula": "C3H7N3S", "method": "ωB97M-V/def2-TZVPD", "species": ["C", "C", "C", "H", "H", "H", "H", "H", "H", "H", "N", "N", "N", "S"], "coordinates": [[-2.8922, 0.2376, 0.2741], [-0.0654, 0.3215, -0.0636], [2.3102, 0.2321, -0.0327], [-2.7988, 0.6475, 1.2768], [-2.9969, 1.0928, -0.4609], [-3.8357, -0.3792, 0.2154], [-0.9094, 1.9530, -0.2474], [1.0658, -1.4323, -0.1099], [2.2017, 1.2776, -0.2312], [3.4185, -1.2389, 0.4472], [-0.0180, 1.5741, -0.0836], [1.0854, -0.4264, -0.0244], [3.4522, -0.2638, 0.1577], [-1.4937, -0.8035, -0.1440]], "lumo_ev": 0.60, "homo_energy_ev": -9.51, "smiles": "[H]/N=C\\N/C(=N/[H])SC", "multiplicity": 1}

Of them, 2) has the lowest stability.

1) {"formula": "C3H7N3S", "method": "ωB97M-V/def2-TZVPD", "species": ["C", "C", "C", "N", "N", "N", "S", "H", "H", "H", "H", "H", "H", "H"], "coordinates": [[1.6316, 1.2470, 0.7708], [0.0166, 1.3458, 0.5110], [-1.5577, -1.9102, -1.2335], [1.8672, -0.0785, 1.0365], [1.0627, -0.9184, 0.9190], [-0.4311, -0.0414, 0.3222], [-0.4298, -0.4622, -1.3247], [2.1192, 1.6382, -0.0467], [1.8946, 1.8272, 1.5307], [-0.5335, 1.7267, 1.4669], [-0.1342, 1.9655, -0.3958], [-2.5455, -1.5598, -0.7497], [-1.2915, -2.6571, -0.6006], [-1.6686, -2.1228, -2.2062]], "lumo_ev": 0.88, "homo_energy_ev": -7.86, "multiplicity": 1}

2) {"formula": "C3H7N3S", "method": "ωB97M-V/def2-TZVPD", "species": ["C", "C", "C", "N", "N", "N", "S", "H", "H", "H", "H", "H", "H", "H"], "coordinates": [[-0.2717, 1.7541, 0.0039], [-2.2099, -0.5323, -0.0427], [-1.1925, -1.5926, 0.1450], [0.9707, 1.4052, -0.0073], [1.5447, 0.2638, 0.0953], [2.8912, 0.3642, 0.0263], [-1.9072, 1.1072, -0.0121], [-0.4334, 2.8198, 0.0727], [-3.2381, -0.7706, -0.2456], [-0.6254, -1.4271, 1.0625], [-0.4674, -1.5867, -0.6700], [-1.6691, -2.5697, 0.1829], [3.3357, -0.4804, -0.2967], [3.2724, 1.2450, -0.3142]], "lumo_ev": [-0.16, 0.18], "homo_energy_ev": [-7.07, -7.36], "multiplicity": 1}

Of them, 2) has the lowest stability.

1) {"formula": "C3H7N3S", "method": "ωB97M-V/def2-TZVPD", "species": ["C", "C", "C", "H", "H", "H", "H", "H", "H", "H", "N", "N", "N", "S"], "coordinates": [[-2.0834, -0.1242, 0.7536], [0.7202, -0.7225, -0.5128], [2.5454, 0.6947, -0.0251], [-2.6474, -1.0476, 0.8012], [-2.7412, 0.7259, 0.9758], [-1.3667, -0.1745, 1.5276], [-2.1650, 0.1546, -1.2325], [1.3571, -1.5789, -0.5363], [0.5153, 1.4609, -0.4034], [2.9894, 1.6543, 0.1180], [-1.3800, 0.0876, -0.4779], [-0.5419, -1.1771, -0.5330], [1.2003, 0.6205, -0.6276], [3.5979, -0.5738, 0.1725]], "lumo_ev": -0.28, "homo_energy_ev": -8.98, "smiles": "CN/N=C\\NC=S", "multiplicity": 1}

2) {"formula": "C3H7N3S", "method": "ωB97M-V/def2-TZVPD", "species": ["C", "C", "C", "H", "H", "H", "H", "H", "H", "H", "N", "N", "N", "S"], "coordinates": [[3.3499, 0.2603, 0.2043], [-0.4612, 0.1061, -0.2806], [-3.1565, -0.8670, 0.1551], [3.2153, 0.4693, 1.2848], [3.5569, 1.1381, -0.3518], [4.1806, -0.4058, -0.0261], [-0.6685, -0.8945, -0.5957], [-1.5850, 1.8126, -0.2941], [-4.1278, -1.2309, -0.0603], [-2.5300, -1.3670, 0.9173], [0.7187, 0.5628, -0.1955], [-1.6148, 0.8283, -0.0550], [-2.8174, 0.2439, -0.3527], [1.9398, -0.6562, -0.3496]], "lumo_ev": 0.99, "homo_energy_ev": -7.83, "smiles": "C=NN/C=N/SC", "multiplicity": 1}

Of them, 1) has the lowest stability.

1) {"formula": "C5H15O3", "method": "ωB97M-V/def2-TZVPD", "species": ["C", "O", "C", "C", "C", "C", "H", "H", "H", "H", "H", "H", "H", "H", "H", "H", "H", "H", "H", "O", "H", "H", "O"], "coordinates": [[-0.3276, 0.1656, 0.7448], [-1.4205, 0.5653, 1.5030], [-0.6663, 0.1307, -0.7627], [0.5043, 0.1518, -1.7449], [1.3835, -1.0894, -1.8333], [2.1450, -1.4612, -0.5575], [0.5220, 0.8706, 0.8529], [-0.0516, -0.8568, 1.0528], [-1.3214, 0.9659, -0.9443], [-1.2623, -0.7718, -0.9547], [1.1168, 1.0464, -1.5810], [0.0808, 0.3487, -2.7433], [2.0725, -0.9536, -2.6729], [0.7480, -1.9039, -2.1831], [2.0661, -0.6537, 0.1625], [3.2210, -1.5540, -0.7467], [1.7892, -2.3818, -0.0969], [-2.5675, 1.5707, 0.7932], [-2.5352, 3.0553, 0.5366], [-3.1420, 2.3151, 0.4361], [-0.2483, -0.3399, 3.9551], [-1.1798, 0.4376, 2.8594], [-0.9268, 0.3422, 3.9249]], "lumo_ev": 3.60, "homo_energy_ev": -4.20, "multiplicity": 1, "charge": -1}

2) {"formula": "C5H15O3", "method": "ωB97M-V/def2-TZVPD", "species": ["C", "O", "C", "C", "C", "C", "H", "H", "H", "H", "H", "H", "H", "H", "H", "H", "H", "H", "H", "O", "H", "H", "O"], "coordinates": [[0.3575, 0.7943, 0.6568], [-0.9013, 1.3301, 0.7655], [0.9325, 0.6669, -0.8183], [1.9325, -0.5075, -0.7922], [1.3010, -1.8191, -1.2213], [1.7338, -2.9479, -0.1514], [1.1101, 1.3096, 1.2646], [0.1552, -0.1725, 1.1761], [1.3601, 1.6504, -1.0359], [0.0522, 0.4697, -1.4363], [2.5061, -0.4387, 0.1790], [2.8028, -0.3376, -1.4572], [1.5650, -2.1515, -2.2411], [0.2344, -1.7552, -0.9604], [1.8284, -3.7337, -0.8591], [0.9539, -3.2547, 0.4666], [2.7096, -2.7608, 0.3026], [-1.5832, 1.7395, -0.3822], [-2.9192, 1.7291, -1.3682], [-1.9909, 1.9684, -1.3518], [-2.6161, -0.4102, 2.3041], [-2.0426, 0.9291, 1.8060], [-2.5627, 0.5038, 2.5984]], "lumo_ev": 3.61, "homo_energy_ev": -3.94, "multiplicity": 1, "charge": -1}

3) {"formula": "C5H15O3", "method": "ωB97M-V/def2-TZVPD", "species": ["C", "O", "C", "C", "C", "C", "H", "H", "H", "H", "H", "H", "H", "H", "H", "H", "H", "H", "H", "O", "H", "H", "O"], "coordinates": [[-0.0155, 1.1853, 0.7786], [-1.2544, 1.6746, 0.9287], [0.6821, 0.9767, -0.6454], [1.6109, -0.1565, -0.6351], [0.9456, -1.5364, -1.1259], [1.4094, -2.6428, -0.0974], [0.7158, 1.7791, 1.4551], [0.0453, 0.0719, 1.0628], [1.1478, 1.8166, -1.1864], [-0.1367, 0.8708, -1.4182], [2.0069, -0.5235, 0.3839], [2.4516, 0.0527, -1.3793], [1.3721, -1.6293, -2.0718], [-0.2239, -1.4022, -1.5208], [1.6379, -3.6526, -0.5111], [0.6879, -2.6800, 0.6219], [2.2014, -2.2968, 0.5343], [-1.8360, 1.8899, -0.2447], [-3.0217, 1.6714, -1.2281], [-2.3421, 2.3038, -1.1250], [-2.6515, -0.0297, 2.6878], [-2.5374, 1.3588, 1.9546], [-2.8956, 0.8985, 2.7817]], "lumo_ev": 3.52, "homo_energy_ev": -4.17, "multiplicity": 1, "charge": -1}

Of them, 3) has the lowest stability.

1) {"formula": "C3H5PS", "method": "ωB97M-V/def2-TZVPD", "species": ["C", "C", "C", "P", "S", "H", "H", "H", "H", "H"], "coordinates": [[0.1229, 1.5041, -1.1879], [-0.1427, -0.6625, 1.8569], [-0.4031, 1.1436, -0.0391], [0.2449, -2.1598, 1.3914], [0.7284, -1.8154, -0.7060], [-0.4326, 2.3464, -1.5760], [0.9004, 1.1504, -1.7869], [-0.4749, 0.0247, 2.5942], [-0.9070, 1.5318, 0.8062], [0.3637, -3.0631, -1.3528]], "lumo_ev": [-0.70, 0.11], "homo_energy_ev": [-8.31, -8.34], "multiplicity": 1}

2) {"formula": "C3H5PS", "method": "ωB97M-V/def2-TZVPD", "species": ["C", "C", "C", "P", "S", "H", "H", "H", "H", "H"], "coordinates": [[0.1248, 0.3990, -0.1615], [-0.3165, 0.7918, 0.9983], [-0.9164, -0.4295, 0.5217], [1.4724, 0.5637, -1.2065], [-0.3317, -2.0674, 1.1996], [0.0544, -2.2460, -0.0583], [-0.2642, 1.4090, 1.8763], [-1.9659, -0.4214, 0.5057], [1.1916, 1.9728, -1.2318], [0.9515, 0.0281, -2.4436]], "lumo_ev": 0.81, "homo_energy_ev": -8.75, "smiles": "PC1=C[C@@H]1S", "multiplicity": 1}

Of them, 1) has the lowest stability.